(1)
Computed, not measured: 2 unconnected molecules or ions with the total composition C2H8OS2 in a non-equilibrium geometry, with ωB97M-V/def2-TZVPD.

Structure (XYZ):
```
13
Properties=species:S:1:pos:R:3:forces:R:3:nbo_charge:R:1
H 2.24733 -0.10103 0.50924 -0.483 -0.100 0.057 0.18
C 1.15423 -0.12396 0.33561 1.726 1.395 -0.301 -0.07
H -2.12426 0.14148 -0.07173 -0.845 -1.097 -1.883 0.13
O 0.98990 -0.10669 -1.08560 -0.932 0.497 0.353 -0.72
S -1.57316 -2.23814 -1.28391 0.482 -0.178 0.621 -0.14
C 0.46388 1.08269 0.94227 0.680 -0.370 0.917 -0.64
H -0.36793 -1.74224 -0.88783 -0.238 -0.366 -0.597 0.16
S -2.47275 -0.40569 -1.37878 0.365 1.475 1.674 -0.16
H 0.41481 1.00605 2.03179 0.398 0.143 0.007 0.22
H -0.54348 0.93986 0.66925 -1.480 0.457 -0.491 0.19
H 0.76670 -1.01441 0.78591 -0.368 -0.759 0.184 0.16
H 0.21730 0.48777 -1.21353 0.653 -0.665 -0.458 0.47
H 0.82744 2.07431 0.64728 0.044 -0.431 -0.084 0.22
```
Positions in Å, forces in eV/Å.

## Properties
Total charge: 0
Energy (hartree): -952.5727
Relative energy (zero: lowest compared OMol25 entry of this formula, charge and spin) (eV): 1.112
SMILES: CCO.SS
2S+1: 1
Gap between HOMO and LUMO (eV): 9.219



(2)
Computed, not measured: 2 unconnected molecules or ions with the total composition C2H8OS2 in a non-equilibrium geometry, with ωB97M-V/def2-TZVPD.

Structure (XYZ):
```
13
Properties=species:S:1:pos:R:3:forces:R:3:nbo_charge:R:1
H 2.57778 -1.72177 0.96278 0.849 -0.054 0.854 0.23
H 1.93568 -2.14450 -0.60320 -0.128 1.503 1.003 0.23
S 0.99938 0.93584 -1.39243 -0.754 0.818 -3.713 0.12
H -0.46671 2.33931 -0.15632 0.243 0.781 0.202 0.22
S 1.61416 0.22712 0.25082 1.671 -0.016 3.453 0.10
H -2.37737 0.21191 1.60721 -0.413 1.746 0.250 0.47
H 0.86812 -2.04488 0.75409 -0.308 0.240 0.435 0.22
C 1.73469 -1.53266 0.35416 -0.939 -2.396 -2.514 -0.79
O -2.10615 -0.64220 1.36567 -0.745 -2.090 2.733 -0.93
H -1.38607 1.09273 -0.79601 -0.342 -1.550 0.583 0.20
H -1.76701 -0.63619 0.52289 1.185 0.294 -2.946 0.46
C -0.55376 1.71487 -1.02160 -1.417 0.043 0.090 -0.79
H -1.07275 2.20041 -1.84806 1.098 0.682 -0.430 0.24
```
Positions in Å, forces in eV/Å.

## Properties
Total charge: 0
Energy (hartree): -952.5674
Relative energy (zero: lowest compared OMol25 entry of this formula, charge and spin) (eV): 1.255
SMILES: CSSC.O
2S+1: 1
Gap between HOMO and LUMO (eV): 9.248



(3)
Computed, not measured: 2 unconnected molecules or ions with the total composition C2H8OS2 in a non-equilibrium geometry, with ωB97M-V/def2-TZVPD.

Structure (XYZ):
```
13
Properties=species:S:1:pos:R:3:forces:R:3:nbo_charge:R:1
H 0.71748 0.51053 1.33470 -0.045 0.405 -1.558 0.16
O -0.04418 1.54642 -0.38251 0.107 -2.223 -1.042 -0.73
S -2.25063 -0.28643 -0.70154 -0.398 0.902 0.691 -0.17
H 1.52032 -0.83658 -1.32837 0.202 0.098 0.015 0.21
H 1.79467 1.34203 0.20437 0.443 -0.910 0.059 0.18
H -1.24154 0.92267 1.23190 -0.845 -0.599 0.318 0.18
H -0.26266 1.04367 -1.19876 -0.305 0.943 0.533 0.48
H 0.31183 -1.37352 -0.13746 1.024 0.264 -0.024 0.22
S -2.27531 0.02698 1.44889 0.642 0.197 -1.525 -0.15
C 0.93756 0.65047 0.21147 1.315 1.515 2.667 -0.10
H -2.60216 -1.54598 -0.83202 -0.208 -0.805 0.433 0.13
C 1.24081 -0.76170 -0.27765 0.617 -1.189 1.403 -0.65
H 2.15379 -1.23857 0.42697 -2.549 1.400 -1.969 0.23
```
Positions in Å, forces in eV/Å.

## Properties
Total charge: 0
Energy (hartree): -952.5476
Relative energy (zero: lowest compared OMol25 entry of this formula, charge and spin) (eV): 1.794
SMILES: CCO.SS
2S+1: 1
Gap between HOMO and LUMO (eV): 8.659



(4)
Computed, not measured: a molecular structure, C2H8OSi2 in a non-equilibrium geometry, with ωB97M-V/def2-TZVPD.

Structure (XYZ):
```
13
Properties=species:S:1:pos:R:3:forces:R:3:nbo_charge:R:1
C 1.00779 -0.18352 0.13302 1.235 -0.486 2.881 0.29
H -3.13983 0.11938 -1.90778 0.251 -0.225 0.657 -0.12
H 1.13965 0.44758 2.35642 0.556 0.750 0.605 0.20
H -1.48276 0.51032 -3.19346 0.854 0.835 0.650 -0.08
Si -0.79121 0.43378 0.17934 1.128 1.282 0.392 0.54
H -1.28190 0.03276 1.48070 -0.669 -0.482 0.237 -0.11
H -1.49176 -1.45069 -2.49162 0.174 -0.320 0.992 -0.10
Si -1.64969 -0.11685 -1.84252 -2.023 -0.559 -2.633 0.29
H 1.98491 -1.15750 2.40452 -0.797 0.196 -0.547 0.22
C 1.84907 -0.19603 1.87450 0.122 -1.337 -3.692 -0.73
O 1.58533 -0.40833 -0.87953 0.403 -0.128 0.044 -0.52
H -0.62460 1.92632 0.32842 -0.148 -0.405 -0.232 -0.10
H 2.89499 0.04277 1.55799 -1.087 0.877 0.647 0.23
```
Positions in Å, forces in eV/Å.

## Properties
Total charge: 0
Energy (hartree): -735.0922
Relative energy (zero: lowest compared OMol25 entry of this formula, charge and spin) (eV): 3.780
2S+1: 1
Gap between HOMO and LUMO (eV): 9.010



(5)
Computed, not measured: 2 unconnected molecules or ions with the total composition C2H8S2 in a non-equilibrium geometry, with ωB97M-V/def2-TZVPD.

Structure (XYZ):
```
12
Properties=species:S:1:pos:R:3:forces:R:3:nbo_charge:R:1
H 2.49373 1.47957 1.33075 0.302 1.755 0.027 0.21
H 0.83486 -1.08495 1.41873 -0.463 1.699 -0.382 0.21
H -3.21610 0.52761 -0.82672 0.920 0.658 -0.078 0.18
H 0.23425 0.65301 1.33763 -2.359 1.928 1.788 0.19
S -3.36940 -1.26850 -2.76824 -0.225 0.456 -0.703 0.28
H 2.75269 -0.06900 2.03739 0.387 -0.367 2.360 0.21
C 0.89875 -0.02113 0.99497 3.401 -3.369 -1.657 -0.60
H 0.68095 -0.11834 -0.08288 0.190 0.000 0.201 0.18
H -2.52006 -0.59268 -3.67370 -0.343 -0.065 1.373 0.22
S -4.24169 0.04220 -1.50645 -0.327 -1.051 -0.576 0.31
H 3.07434 -0.00077 0.51531 -0.296 0.626 -0.820 0.21
C 2.37767 0.45298 1.22320 -1.188 -2.270 -1.531 -0.61
```
Positions in Å, forces in eV/Å.

## Properties
Total charge: +1
Energy (hartree): -876.9790
Relative energy (zero: lowest compared OMol25 entry of this formula, charge and spin) (eV): 1.650
2S+1: 2
Gap between HOMO and LUMO (alpha / beta) (eV): 8.042 / 4.174



(6)
Computed, not measured: 2 unconnected molecules or ions with the total composition C2H8S3 in a non-equilibrium geometry, with ωB97M-V/def2-TZVPD.

Structure (XYZ):
```
13
Properties=species:S:1:pos:R:3:forces:R:3:nbo_charge:R:1
S -1.59737 -1.45762 -0.56199 -0.005 0.630 -0.134 -0.13
H 2.69830 0.61216 -0.16006 0.213 -0.322 -0.068 0.22
H 1.37915 -0.57781 -0.16900 -0.095 0.145 -0.329 0.21
H 1.76320 -1.28616 2.08270 -0.070 0.272 0.091 0.20
C 1.96254 0.09348 0.45297 -0.047 0.651 0.142 -0.51
H 3.18325 -0.27447 2.31203 0.013 0.391 -0.206 0.22
H 0.16200 0.68673 1.81654 0.219 0.625 -0.276 0.10
H -1.23519 0.02758 -2.77718 -0.092 -0.001 0.749 0.14
H 3.11578 -1.55758 1.07935 0.271 0.165 0.102 0.21
C 2.55848 -0.74430 1.55812 -0.120 -1.037 -0.031 -0.62
H -1.07157 -0.83127 0.50399 0.147 -0.298 0.035 0.13
S -1.73124 0.38967 -1.55290 -0.071 -0.341 -0.719 -0.13
S 0.91432 1.48674 0.99954 -0.364 -0.879 0.644 -0.04
```
Positions in Å, forces in eV/Å.

## Properties
Total charge: 0
Energy (hartree): -1275.5323
Relative energy (zero: lowest compared OMol25 entry of this formula, charge and spin) (eV): 0.395
SMILES: CCS.SS
2S+1: 1
Gap between HOMO and LUMO (eV): 8.962



> energy of number 4 (C2H8OSi2)?

-735.0922 hartree



> total charge of number 1 (C2H8OS2)?

0



Copy entry 5 word for word.
Computed, not measured: 2 unconnected molecules or ions with the total composition C2H8S2 in a non-equilibrium geometry, with ωB97M-V/def2-TZVPD.

Structure (XYZ):
```
12
Properties=species:S:1:pos:R:3:forces:R:3:nbo_charge:R:1
H 2.49373 1.47957 1.33075 0.302 1.755 0.027 0.21
H 0.83486 -1.08495 1.41873 -0.463 1.699 -0.382 0.21
H -3.21610 0.52761 -0.82672 0.920 0.658 -0.078 0.18
H 0.23425 0.65301 1.33763 -2.359 1.928 1.788 0.19
S -3.36940 -1.26850 -2.76824 -0.225 0.456 -0.703 0.28
H 2.75269 -0.06900 2.03739 0.387 -0.367 2.360 0.21
C 0.89875 -0.02113 0.99497 3.401 -3.369 -1.657 -0.60
H 0.68095 -0.11834 -0.08288 0.190 0.000 0.201 0.18
H -2.52006 -0.59268 -3.67370 -0.343 -0.065 1.373 0.22
S -4.24169 0.04220 -1.50645 -0.327 -1.051 -0.576 0.31
H 3.07434 -0.00077 0.51531 -0.296 0.626 -0.820 0.21
C 2.37767 0.45298 1.22320 -1.188 -2.270 -1.531 -0.61
```
Positions in Å, forces in eV/Å.

## Properties
Total charge: +1
Energy (hartree): -876.9790
Relative energy (zero: lowest compared OMol25 entry of this formula, charge and spin) (eV): 1.650
2S+1: 2
Gap between HOMO and LUMO (alpha / beta) (eV): 8.042 / 4.174